Entry 1:
{"formula": "C13H15N8O5Pt", "method": "wB97M-V/def2-TZVPD", "symbols": ["Pt", "O", "C", "O", "C", "C", "N", "N", "C", "C", "O", "O", "H", "H", "H", "C", "N", "C", "C", "O", "N", "C", "N", "H", "H", "H", "H", "H", "H", "H", "N", "C", "C", "N", "C", "C", "N", "H", "H", "H", "H", "H"], "positions_angstrom": [[1.312, 0.922, 0.589], [-1.052, -1.929, 5.191], [-1.265, -0.625, 5.261], [-1.913, -0.106, 6.127], [-0.669, 0.234, 4.185], [-0.873, 1.598, 4.151], [-0.229, 2.080, 3.079], [0.387, 1.099, 2.416], [0.129, -0.028, 3.064], [0.632, -1.286, 2.433], [0.398, -2.364, 2.950], [1.249, -1.133, 1.293], [-0.499, -2.169, 4.413], [-1.433, 2.223, 4.830], [-0.228, 3.019, 2.713], [-3.052, -1.191, -2.396], [-2.330, -0.324, -1.479], [-2.774, 1.014, -1.114], [-1.606, 1.516, -0.274], [-1.509, 2.591, 0.263], [-0.666, 0.501, -0.223], [-1.125, -0.543, -0.946], [-0.425, -1.662, -1.096], [-4.121, -1.055, -2.246], [-2.825, -2.236, -2.196], [-2.809, -0.967, -3.435], [-3.689, 0.988, -0.521], [-2.940, 1.652, -1.984], [0.336, -1.808, -0.428], [-0.845, -2.476, -1.511], [2.031, 0.401, -4.724], [2.557, 0.277, -3.479], [1.889, 0.769, -2.348], [2.408, 0.605, -1.137], [3.589, -0.024, -1.010], [4.222, -0.500, -2.141], [3.718, -0.364, -3.360], [1.287, 1.046, -4.912], [2.604, 0.105, -5.496], [0.955, 1.307, -2.424], [3.999, -0.145, -0.020], [5.174, -1.012, -2.056]], "mulliken_spin": [1.5229, 0.0008, -0.0011, 0.0003, 0.0096, 0.0081, 0.0106, 0.0267, 0.0291, -0.0279, 0.0079, 0.1769, 0.0022, 0.0006, 0.0010, 0.0017, 0.0014, 0.0040, -0.0059, 0.0036, 0.1868, -0.0171, 0.0014, 0.0002, 0.0001, 0.0000, 0.0003, 0.0003, -0.0025, -0.0005, -0.0006, 0.0007, 0.0132, 0.0441, 0.0077, 0.0021, 0.0056, 0.0001, 0.0001, -0.0108, -0.0040, 0.0003], "total_charge": 1, "spin_multiplicity": 3, "gap_ha": [0.313, 0.286], "lumo_energy_ev": [-3.44, -4.63], "fmax_ev_per_a": 0.5}

=====

Entry 2:
{"formula": "CH3NO2P", "method": "wB97M-V/def2-TZVPD", "symbols": ["C", "N", "O", "O", "P", "H", "H", "H"], "positions_angstrom": [[-1.715, -0.192, -1.400], [-0.427, -0.138, -1.372], [1.673, -0.656, 3.251], [0.627, 0.420, 1.244], [1.900, 0.069, 1.945], [-2.157, 0.879, -1.466], [0.148, 0.651, -1.041], [-0.050, -1.034, -1.160]], "nbo_charge": [-0.1330, -0.7306, -1.1503, -1.1916, 1.3482, 0.0689, 0.4073, 0.3811], "total_charge": -1, "spin_multiplicity": 1, "gap_ha": 0.318, "lumo_energy_ev": 4.44, "fmax_ev_per_a": 2.5}

=====

Entry 3:
{"formula": "C21H9Cl5N3O8RuS2", "method": "wB97M-V/def2-TZVPD", "symbols": ["Ru", "Cl", "C", "C", "C", "Cl", "C", "Cl", "C", "Cl", "C", "Cl", "O", "S", "O", "O", "C", "C", "C", "C", "C", "C", "S", "O", "O", "O", "H", "H", "H", "H", "O", "C", "O", "C", "C", "C", "C", "C", "C", "H", "H", "H", "H", "H", "N", "C", "N", "C", "N"], "positions_angstrom": [[-0.191, 0.085, 0.823], [-2.168, 2.927, 0.786], [-2.757, 1.543, 1.641], [-1.979, 0.381, 1.829], [-2.548, -0.552, 2.715], [-1.628, -1.887, 3.250], [-3.849, -0.444, 3.214], [-4.518, -1.692, 4.216], [-4.619, 0.659, 2.903], [-6.252, 0.791, 3.479], [-4.058, 1.672, 2.142], [-5.003, 3.090, 1.815], [0.007, -2.591, 0.922], [1.129, -2.433, 1.839], [1.172, -3.357, 2.947], [1.210, -1.007, 2.254], [2.589, -2.815, 0.862], [3.405, -3.822, 1.359], [4.523, -4.246, 0.656], [4.831, -3.663, -0.559], [4.029, -2.648, -1.060], [2.909, -2.213, -0.365], [2.011, -0.831, -1.086], [2.773, -0.473, -2.260], [0.645, -1.279, -1.356], [1.999, 0.175, 0.000], [3.135, -4.267, 2.306], [5.148, -5.032, 1.062], [5.701, -3.987, -1.118], [4.258, -2.160, -1.997], [-1.978, 0.036, -1.034], [-1.244, 0.952, -1.427], [-0.300, 1.404, -0.696], [-1.431, 1.587, -2.770], [-2.570, 1.299, -3.510], [-2.759, 1.888, -4.751], [-1.802, 2.759, -5.259], [-0.658, 3.039, -4.522], [-0.473, 2.456, -3.277], [-3.291, 0.609, -3.092], [-3.650, 1.666, -5.326], [-1.946, 3.216, -6.231], [0.093, 3.709, -4.921], [0.413, 2.652, -2.687], [3.059, 3.092, 5.129], [2.651, 2.970, 4.050], [2.246, 2.960, 2.796], [1.324, 2.188, 2.364], [0.411, 1.595, 1.945]], "mulliken_spin": [0.9863, 0.0003, -0.0157, -0.0414, 0.0219, 0.0016, -0.0033, -0.0008, 0.0070, 0.0008, -0.0053, -0.0006, 0.0142, -0.0042, 0.0046, 0.0229, -0.0003, 0.0002, 0.0000, -0.0002, 0.0003, -0.0018, -0.0027, 0.0003, 0.0039, 0.0019, -0.0001, 0.0000, 0.0000, 0.0000, 0.0327, -0.0333, 0.0037, 0.0086, 0.0005, 0.0001, 0.0003, -0.0002, -0.0005, 0.0030, -0.0001, 0.0000, 0.0000, 0.0003, 0.0015, -0.0006, 0.0032, 0.0004, -0.0094], "total_charge": -2, "spin_multiplicity": 2, "gap_ha": [0.275, 0.272], "lumo_energy_ev": [4.01, 4.01], "fmax_ev_per_a": 1.5}

=====

Entry 4:
{"formula": "C19H24N6O", "method": "wB97M-V/def2-TZVPD", "symbols": ["O", "C", "C", "C", "C", "C", "C", "N", "N", "C", "C", "C", "N", "C", "C", "C", "C", "N", "C", "N", "C", "C", "C", "C", "N", "C", "H", "H", "H", "H", "H", "H", "H", "H", "H", "H", "H", "H", "H", "H", "H", "H", "H", "H", "H", "H", "H", "H", "H", "H"], "positions_angstrom": [[-4.051, -5.337, 0.384], [-3.571, -4.878, 1.573], [-3.957, -5.539, 2.738], [-3.487, -5.097, 3.960], [-2.640, -4.007, 4.039], [-2.248, -3.338, 2.879], [-1.365, -2.197, 2.960], [-0.989, -1.569, 1.914], [-0.182, -0.527, 2.020], [0.261, 0.188, 0.932], [-0.106, -0.135, -0.364], [0.427, 0.682, -1.372], [0.172, 0.473, -2.680], [0.643, 1.369, -3.714], [-0.296, 1.096, -4.884], [-0.612, -0.389, -4.712], [-0.717, -0.544, -3.194], [1.230, 1.713, -1.086], [1.508, 1.925, 0.201], [2.309, 2.966, 0.484], [2.733, 3.304, 1.823], [3.454, 4.638, 1.646], [4.024, 4.530, 0.231], [2.912, 3.806, -0.525], [1.066, 1.207, 1.239], [-2.724, -3.786, 1.646], [-3.707, -4.791, -0.333], [-4.618, -6.387, 2.661], [-3.787, -5.611, 4.862], [-2.279, -3.669, 4.999], [-1.031, -1.893, 3.960], [0.152, -0.207, 2.931], [-0.760, -0.964, -0.556], [0.614, 2.399, -3.353], [1.682, 1.129, -3.974], [0.159, 1.321, -5.846], [-1.208, 1.686, -4.780], [-1.524, -0.691, -5.222], [0.216, -0.990, -5.091], [-0.410, -1.539, -2.859], [-1.746, -0.366, -2.851], [3.408, 2.530, 2.212], [1.870, 3.362, 2.490], [2.739, 5.460, 1.696], [4.223, 4.797, 2.400], [4.928, 3.919, 0.241], [4.261, 5.498, -0.204], [2.171, 4.516, -0.917], [3.270, 3.197, -1.357], [-2.416, -3.262, 0.752]], "nbo_charge": [-0.6658, 0.3071, -0.2727, -0.1860, -0.2258, -0.0689, 0.0109, -0.2005, -0.3965, 0.4229, -0.4561, 0.4662, -0.4057, -0.2069, -0.4085, -0.4052, -0.2090, -0.6048, 0.6073, -0.4027, -0.2035, -0.4086, -0.4081, -0.2040, -0.5960, -0.2445, 0.4794, 0.2236, 0.2146, 0.2081, 0.1560, 0.3752, 0.2290, 0.2253, 0.1852, 0.2160, 0.2017, 0.2158, 0.2028, 0.2001, 0.1855, 0.1874, 0.2127, 0.2007, 0.2145, 0.2009, 0.2140, 0.1844, 0.2180, 0.2147], "spin_multiplicity": 1, "gap_ha": 0.296, "lumo_energy_ev": 0.53, "fmax_ev_per_a": 1.2}

=====

Entry 5:
{"formula": "C23H19N3O5S", "method": "wB97M-V/def2-TZVPD", "symbols": ["C", "C", "C", "C", "C", "C", "C", "N", "S", "O", "O", "C", "C", "C", "C", "C", "N", "C", "O", "C", "C", "C", "C", "N", "C", "C", "O", "C", "C", "C", "C", "O", "H", "H", "H", "H", "H", "H", "H", "H", "H", "H", "H", "H", "H", "H", "H", "H", "H", "H", "H"], "positions_angstrom": [[0.273, 2.756, -1.817], [1.542, 2.455, -1.080], [2.599, 3.361, -1.095], [3.769, 3.096, -0.416], [3.923, 1.906, 0.288], [2.867, 0.992, 0.321], [1.690, 1.283, -0.358], [2.974, -0.203, 1.071], [3.040, -1.607, 0.113], [3.470, -2.670, 0.975], [3.784, -1.372, -1.091], [1.321, -1.867, -0.298], [0.430, -2.123, 0.726], [-0.912, -2.276, 0.427], [-1.351, -2.174, -0.890], [-2.828, -2.240, -1.181], [-3.495, -1.099, -0.581], [-4.418, -1.208, 0.450], [-4.791, -2.244, 0.936], [-4.797, 0.186, 0.782], [-5.683, 0.715, 1.701], [-5.778, 2.103, 1.735], [-5.002, 2.866, 0.871], [-4.151, 2.359, -0.013], [-4.064, 1.048, -0.043], [-3.200, 0.214, -0.931], [-2.410, 0.535, -1.776], [-0.437, -1.939, -1.909], [0.907, -1.789, -1.614], [4.025, -0.142, 2.067], [5.304, 0.393, 1.424], [5.105, 1.705, 0.943], [-0.216, 3.630, -1.387], [-0.420, 1.920, -1.773], [0.487, 2.978, -2.861], [2.501, 4.285, -1.646], [4.593, 3.792, -0.424], [0.872, 0.581, -0.307], [0.799, -2.192, 1.737], [-1.626, -2.467, 1.215], [-3.283, -3.131, -0.739], [-3.008, -2.228, -2.259], [-6.266, 0.081, 2.352], [-6.450, 2.588, 2.426], [-5.060, 3.946, 0.882], [-0.779, -1.853, -2.928], [1.641, -1.587, -2.377], [4.175, -1.150, 2.452], [3.698, 0.525, 2.872], [6.125, 0.456, 2.141], [5.584, -0.274, 0.597]], "nbo_charge": [-0.6352, -0.0314, -0.1916, -0.2377, 0.2690, 0.0329, -0.1640, -0.6594, 2.3042, -0.9401, -0.9301, -0.3310, -0.1805, -0.1688, -0.0209, -0.2498, -0.4627, 0.6833, -0.5445, -0.1683, -0.1170, -0.2398, 0.0539, -0.3632, 0.1135, 0.6701, -0.5258, -0.1855, -0.1783, -0.2622, -0.0868, -0.4833, 0.2168, 0.2351, 0.2149, 0.2093, 0.2242, 0.2104, 0.2373, 0.2156, 0.2507, 0.2215, 0.2372, 0.2293, 0.2038, 0.2241, 0.2514, 0.2502, 0.2110, 0.1993, 0.1892], "spin_multiplicity": 1, "gap_ha": 0.268, "lumo_energy_ev": -0.86, "fmax_ev_per_a": 1.1}

=====

Entry 6:
{"formula": "CH6N2O2", "method": "wB97M-V/def2-TZVPD", "symbols": ["N", "O", "H", "H", "H", "N", "C", "O", "H", "H", "H"], "positions_angstrom": [[2.002, -0.101, -0.292], [0.705, -0.671, -0.370], [0.211, -1.199, 0.677], [1.973, 0.570, 0.481], [2.105, 0.439, -1.148], [-1.721, 0.119, -0.346], [-0.597, 0.302, 0.394], [-0.205, 1.272, 0.963], [-1.745, -0.676, -0.964], [-2.176, 0.963, -0.660], [-0.553, -1.018, 1.264]], "nbo_charge": [-0.4996, -0.5599, 0.3373, 0.3463, 0.3390, -0.8612, 0.8086, -0.6009, 0.4092, 0.4084, -0.1272], "spin_multiplicity": 1, "gap_ha": 0.383, "lumo_energy_ev": 0.86, "fmax_ev_per_a": 0.5}

=====

Entry 7:
{"formula": "H30O15", "method": "wB97M-V/def2-TZVPD", "symbols": ["O", "H", "H", "O", "H", "H", "O", "H", "H", "O", "H", "H", "O", "H", "H", "O", "H", "H", "O", "H", "H", "O", "H", "H", "O", "H", "H", "O", "H", "H", "O", "H", "H", "O", "H", "H", "O", "H", "H", "O", "H", "H", "O", "H", "H"], "positions_angstrom": [[-2.062, -0.323, 1.938], [-1.401, -0.412, 1.258], [-1.778, -1.071, 2.524], [0.068, -1.207, -2.215], [0.952, -0.937, -2.592], [-0.298, -0.324, -2.067], [-0.008, 4.040, -1.257], [0.220, 3.438, -0.534], [0.568, 4.764, -1.136], [-2.857, -0.952, -0.973], [-2.549, -0.993, -1.920], [-2.407, -1.660, -0.482], [-1.295, -3.413, 0.346], [-0.540, -3.555, -0.243], [-1.812, -4.208, 0.356], [-0.236, -2.381, 2.482], [-0.497, -2.882, 1.621], [0.601, -1.950, 2.274], [-2.892, 1.666, -0.202], [-2.869, 2.085, 0.683], [-2.625, 0.739, -0.147], [0.084, -0.155, 0.310], [0.246, -0.834, -0.361], [0.541, 0.686, 0.224], [-0.921, 1.377, -2.111], [-1.535, 1.490, -1.424], [-0.007, 1.523, -1.873], [-0.023, 2.855, 1.328], [0.039, 3.776, 1.574], [-0.667, 2.384, 1.800], [2.877, -0.681, -0.439], [3.675, -0.299, -0.196], [2.169, -0.343, 0.098], [2.282, -1.345, 2.566], [3.242, -1.464, 2.833], [2.315, -0.400, 2.329], [2.053, 1.278, 1.680], [2.802, 1.691, 1.997], [1.381, 1.946, 1.610], [1.810, 1.807, -1.359], [2.531, 2.216, -0.841], [1.716, 2.443, -2.056], [-1.373, -3.527, -2.350], [-0.716, -4.128, -2.698], [-0.801, -2.760, -2.354]], "nbo_charge": [-1.0157, 0.4837, 0.5031, -1.0083, 0.4974, 0.5086, -0.9403, 0.4798, 0.4524, -0.9673, 0.4827, 0.4993, -0.9404, 0.4946, 0.4973, -1.0218, 0.4813, 0.4895, -0.9809, 0.4741, 0.5119, -1.0058, 0.5094, 0.4928, -0.9740, 0.5065, 0.4747, -0.9692, 0.4996, 0.5161, -0.9542, 0.4582, 0.4868, -0.9616, 0.4707, 0.4863, -0.9827, 0.4691, 0.4994, -0.9599, 0.4838, 0.4877, -0.9584, 0.4556, 0.4881], "spin_multiplicity": 1, "gap_ha": 0.334, "lumo_energy_ev": -0.59, "fmax_ev_per_a": 3.5}

=====

Entry 8:
{"formula": "C5H8N2", "method": "wB97M-V/def2-TZVPD", "symbols": ["C", "C", "C", "N", "C", "N", "C", "H", "H", "H", "H", "H", "H", "H", "H"], "positions_angstrom": [[0.879, -1.988, 1.096], [-0.158, -0.843, 0.237], [-0.497, -2.088, -0.012], [-1.558, 0.953, -1.381], [-0.536, 1.349, -0.720], [0.004, 2.635, -0.748], [0.152, 0.454, 0.224], [1.828, -2.035, 0.567], [0.948, -1.360, 1.992], [0.603, -2.979, 1.454], [-1.349, -2.540, 0.487], [-1.887, 1.688, -2.008], [0.999, 2.695, -0.588], [-0.295, 3.201, -1.530], [0.867, 0.858, 0.929]], "nbo_charge": [-0.5931, 0.2104, -0.2942, -0.7194, 0.4339, -0.8243, -0.4840, 0.2364, 0.2270, 0.2777, 0.2207, 0.3240, 0.3785, 0.3780, 0.2282], "spin_multiplicity": 1, "gap_ha": 0.321, "lumo_energy_ev": 0.89, "fmax_ev_per_a": 0.5}